Record 1
Entry from OMol25: the ion C3H6NO2S with charge +1 at a distorted geometry (ωB97M-V with the def2-TZVPD basis set).

Gap between HOMO and LUMO (spin up / spin down) ... 6.750 / 6.891 eV
Expectation value of S² ... 2.0144
E_HOMO (spin up / spin down) ... -10.883 / -14.942 eV
2S+1 ... 3
Charge ... +1
Electronic energy ... -19616.239 eV

Each line ends with the Mulliken spin population.
Geometry (Å):
S1 1.560932 -1.343580 0.110812  1.3824
O1 -1.436685 -1.783539 -0.304001  0.0312
O2 2.760242 0.977913 -0.172915  0.1661
N1 -0.755174 0.337103 -0.279547  0.0002
C1 0.387685 1.179460 -0.078991  0.0201
C2 1.717395 0.403407 -0.154164  -0.1111
C3 -0.554251 -0.957135 0.348954  0.5092
H1 -0.708395 -0.884504 1.499610  -0.0113
H2 0.353194 1.906930 -0.817506  0.0011
H3 -0.993472 0.335874 -1.235073  -0.0013
H4 0.409932 1.638935 0.856543  -0.0018
H5 -1.529697 0.800512 0.205370  0.0099
H6 -1.211709 -2.611371 0.020910  0.0054

Cartesian forces, eV/Å:
2.6 -1.5 -0.5
0.0 2.0 -0.4
0.0 -0.3 -0.2
-1.0 1.0 2.7
2.2 -0.7 -0.7
-0.7 0.9 0.4
-2.4 0.1 1.6
0.2 0.1 -1.8
0.3 1.6 -1.3
-0.5 -0.8 -1.7
-0.3 0.7 1.7
-0.4 0.0 -0.4
0.1 -3.2 0.6

Record 2
Entry from OMol25: an isolated molecule of C2H5N3S at a distorted geometry (ωB97M-V with the def2-TZVPD basis set).

Structure (SMILES) ... C/C=N/N=[NH+]\[S-]
Gap between HOMO and LUMO (spin up / spin down) ... 7.685 / 7.686 eV
E_HOMO (spin up / spin down) ... -7.840 / -7.840 eV
2S+1 ... 1
Charge ... 0
Electronic energy ... -17456.500 eV

Each line ends with the Mulliken charge.
Geometry (Å):
S1 1.843572 -1.222847 -0.150375  -0.2852
N1 2.210050 0.383491 -0.226537  0.0513
N2 0.198616 1.069693 -0.094749  0.0839
N3 1.383579 1.370806 0.000144  -0.5817
C1 -0.422295 0.035075 0.298914  -0.0668
C2 -1.802880 -0.312697 -0.168846  -0.7241
H1 -0.187228 -0.449433 1.293967  0.4626
H2 -2.055353 -0.523526 -1.218673  0.3024
H3 -2.302010 0.493962 0.402755  0.2714
H4 3.150076 0.513297 -0.511835  0.2529
H5 -2.016127 -1.357825 0.375233  0.2333

Cartesian forces, eV/Å:
-0.4 -1.4 -0.3
-0.8 -0.4 0.9
-3.3 0.4 -0.5
4.6 1.2 -0.8
-0.1 -2.4 1.3
0.0 -2.6 2.1
-0.1 0.8 -1.2
0.4 1.0 0.4
-0.9 -0.5 -0.9
0.7 1.4 0.0
0.1 2.4 -1.1

Record 3
Entry from OMol25: a structure of composition C38H33N2ORuS2Se2 at a distorted geometry (ωB97M-V with the def2-TZVPD basis set).

Gap between HOMO and LUMO (spin up / spin down) ... 5.298 / 4.685 eV
Expectation value of S² ... 0.8032
E_HOMO (spin up / spin down) ... -6.177 / -5.579 eV
2S+1 ... 2
Charge ... 0
Electronic energy ... -199901.122 eV

Each line ends with the Mulliken spin population.
Geometry (Å):
Ru1 0.341740 -0.146642 -0.793017  0.3936
Se1 1.455627 -2.314280 -1.665526  -0.0030
Se2 -1.476074 -1.627474 0.274618  -0.0062
S1 -2.966344 -0.778083 -7.244903  -0.0001
S2 -2.145290 5.702236 2.753044  0.0000
O1 1.578574 0.821675 -1.522218  0.6632
N1 -0.824828 0.029424 -2.537892  -0.0083
N2 -0.626099 1.598033 -0.117838  -0.0012
C1 1.254346 1.841996 4.218318  -0.0034
C2 -0.110135 2.136543 4.202629  0.0026
C3 -0.409808 -3.267047 0.361463  0.0039
C4 -3.274396 2.687564 -3.161045  0.0035
C5 -1.331614 3.506628 1.220905  0.0059
C6 -2.481650 1.549503 -3.328152  -0.0029
C7 1.815001 1.053139 3.208579  0.0031
C8 -1.894189 -1.177582 -5.953067  0.0039
C9 -2.204847 3.839687 0.182755  -0.0128
C10 2.628769 -1.053561 0.957022  0.0175
C11 4.207142 -2.067971 4.293468  0.0004
C12 -1.820212 -0.349546 -4.728504  -0.0188
C13 1.773892 -4.097473 -2.383351  -0.0289
C14 -0.914103 1.653712 3.168928  -0.0017
C15 -0.571922 2.368675 0.997401  -0.0065
C16 -0.957024 -0.671009 -3.692231  -0.0015
C17 1.075871 -2.983160 0.138908  -0.0354
C18 4.881402 -1.885827 1.590311  -0.0001
C19 -1.519403 -2.863159 -7.553302  0.0006
C20 -2.289707 3.064548 -0.990736  0.0080
C21 3.262345 -1.613048 3.368198  0.0002
C22 3.594898 -1.493950 2.003560  0.0018
C23 5.823750 -2.338453 2.518516  0.0008
C24 -1.454340 5.973072 4.287259  0.0020
C25 1.008527 0.535398 2.175329  -0.0748
C26 -2.590493 0.795706 -4.513506  0.0019
C27 -1.572763 1.145761 -2.323388  -0.0074
C28 1.525848 -0.276941 1.042383  0.0817
C29 -1.185107 -2.327482 -6.274476  -0.0007
C30 5.488715 -2.424071 3.870441  -0.0007
C31 -1.474984 1.917986 -1.132092  -0.0147
C32 -3.101515 -2.572055 0.779704  -0.0035
C33 -3.179100 3.439753 -2.000565  -0.0008
C34 -2.478776 -2.112148 -8.186825  -0.0012
C35 -0.356586 0.866438 2.157154  -0.0058
C36 -1.202211 4.284348 2.473614  0.0004
C37 -0.377002 4.050622 3.565773  -0.0027
C38 -0.520925 5.017169 4.604676  -0.0028
H1 5.161669 -1.831957 0.545067  0.0001
H2 2.687172 -4.536243 -1.931112  -0.0018
H3 2.879501 0.879350 3.232290  -0.0011
H4 -3.297005 1.127225 -5.270917  0.0002
H5 6.217519 -2.778293 4.587777  -0.0001
H6 0.144666 2.003212 1.726827  0.0200
H7 -3.001617 -2.987413 1.803781  0.0000
H8 -0.303955 -1.537414 -3.735753  0.0057
H9 -2.842236 4.716815 0.267113  -0.0016
H10 -1.764864 6.819814 4.884015  0.0000
H11 -3.806625 4.322411 -1.892136  0.0000
H12 -0.762550 -3.993852 -0.399962  0.0008
H13 6.813274 -2.626348 2.187771  0.0000
H14 -1.969718 1.892401 3.148624  0.0012
H15 -2.918224 -2.283033 -9.160067  -0.0001
H16 1.662162 -3.911607 0.304185  0.0015
H17 1.932380 -4.010938 -3.477776  0.0010
H18 -0.541726 2.749379 4.983322  0.0001
H19 0.886569 -4.742623 -2.219114  0.0015
H20 2.820290 -1.442906 -0.038350  -0.0149
H21 -1.076508 -3.753589 -7.982601  0.0001
H22 0.313445 3.219218 3.635693  0.0050
H23 -3.942328 -1.848535 0.778629  0.0001
H24 1.881295 2.233905 5.008914  0.0001
H25 -0.996778 0.505664 1.360980  0.0177
H26 2.270574 -1.383603 3.726287  0.0001
H27 -0.447250 -2.784243 -5.626649  -0.0012
H28 1.447155 -2.247361 0.882929  0.0160
H29 -3.329746 -3.365132 0.037918  0.0012
H30 0.033556 5.008023 5.535152  0.0001
H31 -3.974366 2.998833 -3.934248  0.0001
H32 3.941341 -2.153850 5.339267  0.0000
H33 -0.522073 -3.695966 1.379825  -0.0012

Cartesian forces, eV/Å:
-0.5 1.7 2.2
0.8 -1.2 0.7
0.1 -1.8 0.6
0.0 0.0 0.1
-0.2 0.1 -0.1
1.7 0.7 -1.1
-1.0 0.1 -1.2
-0.5 0.4 -1.8
1.1 -1.4 0.2
-1.5 -4.9 1.6
0.6 -0.9 0.0
-0.8 2.1 1.5
-1.0 1.1 -0.5
0.4 -0.9 -0.5
-1.2 0.7 0.0
0.4 -0.5 -0.1
0.4 -0.1 0.7
0.8 1.9 1.3
0.0 0.1 -0.6
-0.7 0.8 -0.2
-0.3 -0.7 -0.9
-1.2 -3.5 3.2
1.3 1.6 -4.4
1.0 0.3 2.2
-0.6 -1.4 0.5
0.1 -0.1 0.7
-0.4 0.5 0.1
0.5 0.1 1.0
0.7 -0.4 0.0
-0.1 0.1 -0.3
-0.5 0.1 0.1
0.4 -0.4 0.3
1.7 -2.2 0.3
0.3 -0.6 -0.2
-0.4 -0.6 -1.6
-0.6 0.7 -0.8
-0.4 0.5 0.0
-0.1 0.1 -0.2
0.1 1.1 1.2
-1.1 0.1 -0.1
-1.0 -0.6 -2.4
0.4 -0.4 0.2
-1.2 -3.9 4.4
0.5 0.0 0.1
-0.5 4.4 -1.9
-0.6 0.5 -0.6
-0.1 0.1 0.0
-0.7 0.4 -0.1
0.0 -0.1 -0.1
0.1 0.0 0.1
0.0 0.0 0.0
1.6 3.8 -2.7
0.1 0.2 -0.7
-0.1 0.1 0.0
0.1 -0.1 -0.1
0.0 -0.1 -0.1
0.2 -0.1 0.1
-0.2 0.4 0.5
0.0 0.0 0.0
0.1 0.0 0.0
0.0 0.0 0.1
-0.3 0.3 -0.3
-0.1 0.0 0.6
-0.2 -1.2 0.6
0.6 0.3 0.0
0.7 0.3 0.4
0.0 0.1 0.1
1.3 4.1 -2.1
0.5 -0.4 0.0
0.0 0.0 0.0
0.4 -0.8 1.4
-0.1 0.1 -0.1
-0.1 0.1 0.0
-0.9 -1.2 -0.9
0.2 0.5 0.5
0.0 0.0 -0.1
0.2 -0.2 0.1
0.0 0.0 0.0
-0.1 0.2 -0.6

Record 4
Entry from OMol25: an isolated molecule of C6H12O at a distorted geometry (ωB97M-V with the def2-TZVPD basis set).

Structure (SMILES) ... CC[C@H]1C[C@]1(C)O
Gap between HOMO and LUMO ... 10.815 eV
E_HOMO ... -9.787 eV
2S+1 ... 1
Charge ... 0
Electronic energy ... -8461.503 eV

Each line ends with the Mulliken charge.
Geometry (Å):
O1 -1.973153 1.544160 -0.086205  -0.6851
C1 -0.788220 -0.140346 -1.640175  -0.9888
C2 0.329165 0.399240 -0.761547  -0.1667
C3 2.100353 -0.080836 1.002239  -1.1199
C4 1.486081 -0.491208 -0.337764  -0.6262
C5 -1.668415 -0.584105 0.871646  -1.1893
C6 -1.051645 0.218615 -0.216900  1.0326
H1 1.361905 -0.175825 1.806803  0.2422
H2 -1.091183 -0.691577 1.808184  0.2051
H3 -2.393392 0.343651 0.833413  0.4416
H4 -1.233236 0.530993 -2.366273  0.2825
H5 -2.118660 -1.539597 0.580766  0.2750
H6 2.442983 0.960805 0.981464  0.3041
H7 -0.755702 -1.188449 -1.950260  0.2464
H8 2.251293 -0.470050 -1.127903  0.3268
H9 1.133203 -1.529600 -0.276849  0.2898
H10 0.588505 1.440818 -0.939606  0.4320
H11 2.960209 -0.710032 1.260150  0.3688
H12 -1.580091 2.163337 0.558811  0.3292

Cartesian forces, eV/Å:
2.2 -0.3 -1.4
-0.1 0.2 0.0
0.0 0.2 0.1
0.0 0.0 0.0
-0.2 0.0 0.0
-0.7 0.8 0.2
-0.7 1.8 -0.2
0.1 0.0 -0.1
-0.2 0.2 -0.5
-0.4 -2.9 2.1
0.2 -0.1 0.0
0.2 0.3 0.0
-0.1 -0.2 0.0
-0.1 0.3 0.3
-0.2 0.0 0.2
0.0 0.1 0.0
0.1 -0.1 -0.1
-0.2 0.1 -0.1
0.1 -0.5 -0.4